# 1
# C36H44IN4O4SW

A molecular structure, C36H44IN4O4SW (the ωB97M-V functional and the def2-TZVPD basis, the Open Molecules 2025 dataset).

XYZ file:
```
91
Properties=species:S:1:pos:R:3:lowdin_charge:R:1
W -0.74921 -0.81923 0.01201 1.40
C -0.68992 2.19661 5.70614 -0.09
C -1.32973 0.83905 5.39183 -0.19
C -0.69151 0.17240 4.21179 -0.13
C 0.31953 -0.73877 4.21314 -0.13
C 0.96305 -1.40184 5.39109 -0.19
C 0.35748 -2.78635 5.65517 -0.08
C 0.62507 -1.00908 2.83695 -0.25
C 1.66548 -1.79363 2.40295 0.01
C 2.03931 -1.98890 1.09611 -0.32
C 3.13015 -2.84650 0.70281 -0.14
C 4.03531 -3.58109 1.64012 -0.19
C 5.16280 -2.69957 2.19017 -0.09
C 3.14158 -2.84730 -0.65248 -0.13
C 2.06324 -1.98263 -1.06225 -0.26
C 1.72942 -1.73249 -2.37204 0.05
C 0.74419 -0.87069 -2.77794 -0.22
N -0.06567 -0.16036 -1.93747 -0.02
C -0.81730 0.63513 -2.75925 -0.22
C -1.72017 1.58567 -2.35255 0.05
C -1.99675 1.91564 -1.04759 -0.23
N -1.46794 1.27342 0.02079 0.02
C -2.05099 1.84486 1.11002 -0.22
C -1.85890 1.43491 2.40798 0.06
C -0.97900 0.46139 2.83351 -0.22
N -0.20362 -0.30586 2.00995 -0.02
C -2.94430 2.91197 0.71703 -0.12
C -2.91265 2.95399 -0.63767 -0.12
C -3.65676 3.85781 -1.56753 -0.18
C -2.77532 4.96482 -2.15728 -0.09
C -3.69948 3.79196 1.66219 -0.19
C -2.80910 4.86161 2.30673 -0.09
C -0.50503 0.38572 -4.14497 -0.12
C 0.47298 -0.55074 -4.15655 -0.12
C 1.11516 -1.20520 -5.34046 -0.19
C 0.49482 -2.57771 -5.63139 -0.08
C -1.12706 1.08574 -5.31258 -0.19
C -0.50830 2.46499 -5.56678 -0.09
N 1.40780 -1.45862 0.00648 -0.06
C 4.06847 -3.57274 -1.57517 -0.19
C 5.22081 -2.69231 -2.07199 -0.09
H -1.18325 2.68373 6.55000 0.07
H -0.75151 2.85955 4.84128 0.06
H 0.36688 2.07088 5.94955 0.07
H -2.39868 0.96981 5.20943 0.11
H -1.24315 0.18798 6.26396 0.10
H 0.84568 -0.77195 6.27580 0.10
H 2.03831 -1.49978 5.22014 0.10
H -0.71217 -2.70060 5.85292 0.08
H 0.83159 -3.26812 6.51316 0.07
H 0.47480 -3.42924 4.78147 0.07
H 2.24901 -2.29851 3.16381 0.11
H 4.46728 -4.44037 1.12319 0.10
H 3.44724 -3.98404 2.46815 0.11
H 5.78303 -2.31800 1.37684 0.06
H 5.80214 -3.26040 2.87564 0.07
H 4.75537 -1.83982 2.72549 0.07
H 2.30635 -2.22919 -3.14304 0.11
H -2.26210 2.11540 -3.12606 0.11
H -2.42186 1.95333 3.17559 0.11
H -4.49391 4.31235 -1.03489 0.10
H -4.09006 3.26044 -2.37362 0.12
H -2.37121 5.59751 -1.36445 0.07
H -3.34592 5.59550 -2.84236 0.07
H -1.93107 4.54146 -2.70396 0.06
H -4.16244 3.18282 2.44280 0.11
H -4.51528 4.27970 1.12627 0.10
H -1.98240 4.40165 2.85102 0.06
H -3.37822 5.48050 3.00387 0.07
H -2.37943 5.51120 1.54174 0.07
H 2.18923 -1.31530 -5.16944 0.10
H 1.00475 -0.56060 -6.21496 0.10
H 0.61590 -3.24478 -4.77693 0.07
H 0.95600 -3.04302 -6.50530 0.07
H -0.57597 -2.47813 -5.81347 0.08
H -2.20216 1.18667 -5.14827 0.11
H -1.00919 0.46763 -6.20460 0.10
H -0.58413 3.09256 -4.67715 0.06
H -1.00780 2.97655 -6.39232 0.07
H 0.55132 2.36856 -5.81194 0.07
H 3.50625 -3.95257 -2.43165 0.11
H 4.47507 -4.44633 -1.06181 0.10
H 4.83751 -1.81152 -2.59024 0.07
H 5.86704 -3.24205 -2.75970 0.07
H 5.82844 -2.34509 -1.23426 0.06
O -2.23331 -1.76926 -1.72139 -0.47
S -3.40370 -1.44094 -0.85509 0.29
O -4.07639 -0.21917 -1.25176 -0.32
O -2.57547 -1.06417 0.46839 -0.60
O -4.26179 -2.54886 -0.55104 -0.32
I -0.84450 -3.59000 0.55816 0.30
```

As for the multiplicity: 1. Its total charge is -1. The gap between HOMO and LUMO (alpha / beta) is 5.27 / 5.27 eV. As for the strongest force on any atom: 1.4 eV/Å. As for the total energy: -72964.960 eV.

# 2
# C24H32LaN10O4PSSe

A molecular structure, C24H32LaN10O4PSSe (the ωB97M-V functional and the def2-TZVPD basis, the Open Molecules 2025 dataset).

XYZ file:
```
74
Properties=species:S:1:pos:R:3:mulliken_spin:R:1
La -0.20673 1.18109 0.25034 0.00
N -2.82458 0.56712 -0.56800 0.00
C -3.51738 0.53299 0.75036 0.00
C -2.54606 0.00307 1.81548 0.00
O -2.61235 -1.20333 2.13121 0.00
N -1.69037 0.94035 2.24557 0.00
C -0.75220 0.51171 3.31097 0.00
C 0.64499 0.30428 2.70223 0.00
O 1.62334 0.88943 3.11428 0.00
O 0.62526 -0.43507 1.60598 0.00
H -3.39053 1.08764 -1.22820 0.00
H -2.78988 -0.38325 -0.92738 0.00
H -4.39697 -0.10782 0.75140 0.00
H -3.80846 1.54582 1.01687 0.00
H -1.07928 -0.43325 3.74880 0.00
H -0.69241 1.27889 4.07742 0.00
C 0.70831 5.94730 0.46384 0.02
C -0.27767 4.84357 0.22421 0.00
O -0.17086 3.73487 0.76228 0.00
N -1.28424 5.10903 -0.62323 0.00
C -2.24910 4.10379 -1.05694 0.00
C -1.81143 3.46154 -2.35208 0.00
C -2.30543 3.91440 -3.55956 0.00
C -1.81439 3.36894 -4.73810 0.00
C -0.82682 2.40897 -4.65958 0.00
C -0.38695 2.00587 -3.40694 0.00
N -0.87891 2.49749 -2.26572 0.00
H 1.25650 5.75979 1.38011 -0.01
H 0.21656 6.91852 0.51809 0.00
H 1.41932 5.96508 -0.36491 0.00
H -1.29015 6.00416 -1.08425 0.00
H -3.21617 4.58697 -1.17427 0.00
H -2.32068 3.36299 -0.26520 0.00
H -3.05966 4.69132 -3.57816 0.00
H -2.19746 3.69575 -5.69666 0.00
H -0.39409 1.96891 -5.54774 0.00
H 0.37983 1.24969 -3.31177 0.00
S 1.05160 -1.25530 -2.39726 0.05
C 1.39219 -0.06034 -1.32073 0.00
Se 2.76966 3.10187 1.69075 0.21
N 4.39338 2.45423 1.37458 0.22
C 4.30894 1.51097 0.46087 -0.05
C 5.39622 0.78255 -0.07968 0.37
C 5.11843 -0.19705 -1.04343 -0.15
C 3.85484 -0.48125 -1.46167 0.35
N 2.73696 0.22295 -0.98083 0.02
C 2.96635 1.24652 -0.05382 -0.06
N 2.02575 2.04744 0.38247 0.00
H 6.40348 0.99017 0.25238 0.01
H 5.92895 -0.76829 -1.47603 0.00
H 3.62194 -1.25536 -2.17313 0.03
C -0.94366 -5.20903 -0.22106 0.00
N -1.45862 -3.99180 0.54906 0.00
C -1.42064 -4.29784 2.05572 0.00
N -0.11569 -4.69133 2.44429 0.00
C 0.33077 -5.85150 1.67853 0.00
N 0.34852 -5.58985 0.23787 0.00
C 1.39268 -4.59194 -0.12217 0.00
P 1.16621 -2.91578 0.67272 0.00
C -0.62922 -2.76815 0.24559 0.01
C 0.85596 -3.58547 2.38859 0.00
H -0.90834 -4.93110 -1.27274 0.00
H -1.66563 -6.01024 -0.06812 0.00
H -2.42837 -3.79546 0.30408 0.00
H -2.12981 -5.10889 2.21856 0.00
H -1.74988 -3.39139 2.55892 0.00
H -0.33996 -6.68796 1.88085 0.00
H 1.33465 -6.12296 1.99513 0.00
H 1.40465 -4.46410 -1.20684 0.00
H 2.36386 -4.99674 0.16460 0.00
H -0.72617 -2.53244 -0.81377 -0.01
H -1.04579 -1.97089 0.85625 0.00
H 0.50925 -2.77091 3.02516 0.00
H 1.80365 -3.94193 2.79354 0.00
```

As for the multiplicity: 2. Its total charge is +1. As for the expectation value of S²: 0.8022. The gap between HOMO and LUMO (alpha / beta) is 6.21 / 6.79 eV. As for the strongest force on any atom: 3.2 eV/Å. As for the total energy: -134824.762 eV.

# 3
# C46H118N6O15

10 unconnected molecules or ions with the total composition C46H118N6O15 (the ωB97M-V functional and the def2-TZVPD basis, the Open Molecules 2025 dataset).

XYZ file:
```
185
Properties=species:S:1:pos:R:3:mulliken_spin:R:1
C -0.71555 -2.59343 -2.36678 0.00
C -2.10783 -3.04280 -2.59772 0.00
C -2.99128 -3.31130 -1.30881 0.00
O -2.91582 -2.02966 -3.18589 0.00
H -0.79580 -1.57868 -1.97695 0.00
H -0.21963 -2.52825 -3.33524 0.00
H -0.04236 -3.27044 -1.84088 0.00
H -2.02477 -3.97662 -3.15376 0.00
H -2.39953 -3.79021 -0.52871 0.00
H -3.73611 -4.08094 -1.51134 0.00
H -3.30087 -2.35248 -0.89298 0.00
H -3.76803 -2.45429 -3.30837 0.00
C 0.02321 3.93597 6.86280 0.00
C -0.69830 3.22618 5.68445 0.00
C -0.28638 3.82619 4.36254 0.00
O -0.40931 1.90595 5.75791 0.00
H -0.30232 4.96032 7.04401 0.00
H 1.11241 3.92330 6.82295 0.00
H -0.13809 3.27916 7.71760 0.00
H -1.77064 3.24632 5.87880 0.00
H 0.78868 3.79431 4.18550 0.00
H -0.58568 4.87377 4.39536 0.00
H -0.74246 3.25176 3.55623 0.00
H -0.84035 1.45138 5.03046 0.00
C -3.06224 -1.16709 6.90539 0.00
C -4.40916 -0.51011 6.69111 0.00
C -4.15868 0.93781 6.23913 0.00
O -5.08014 -1.32743 5.76701 0.00
H -3.13643 -2.25338 6.85484 0.00
H -2.67488 -1.08968 7.92129 0.00
H -2.28277 -0.92400 6.18329 0.00
H -5.06798 -0.49845 7.55939 0.00
H -3.89486 1.53549 7.11164 0.00
H -4.92481 1.50941 5.71531 0.00
H -3.32460 1.04603 5.54579 0.00
H -6.02188 -1.30790 5.95232 0.00
C 4.55307 5.39474 -4.65843 0.00
C 4.34178 5.43371 -6.22338 0.00
C 4.79796 6.76237 -6.83444 0.00
O 5.14959 4.42460 -6.68646 0.00
H 5.60369 5.64081 -4.50436 0.00
H 4.37565 4.45627 -4.13316 0.00
H 4.00565 6.01280 -3.94678 0.00
H 3.29525 5.26935 -6.48001 0.00
H 5.09674 6.81029 -7.88160 0.00
H 5.75229 6.94621 -6.34095 0.00
H 4.14109 7.59798 -6.59285 0.00
H 4.69616 3.60103 -6.49224 0.00
C -0.92153 -2.12611 3.95355 0.00
O -0.43582 -1.80124 2.67459 0.00
C -0.29485 -0.42571 2.26370 0.00
C 0.43811 -0.38774 0.89534 0.00
N 0.51827 0.95678 0.33934 0.00
C 1.44503 1.12590 -0.76035 0.00
C 2.04578 2.52297 -0.87184 0.00
O 1.22790 3.46677 -1.54611 0.00
C 2.11480 4.32184 -2.32126 0.00
H -0.38433 -1.44969 4.61838 0.00
H -0.59055 -3.12264 4.24590 0.00
H -1.98971 -2.13078 4.17046 0.00
H 0.24957 0.03913 3.08566 0.00
H -1.21407 0.16007 2.26145 0.00
H 0.04705 -1.07689 0.14684 0.00
H 1.41563 -0.77413 1.18385 0.00
H -0.41792 1.29649 0.17127 0.00
H 0.91361 0.85656 -1.67312 0.00
H 2.22841 0.38694 -0.59195 0.00
H 2.97730 2.30790 -1.39540 0.00
H 2.28131 2.72259 0.17351 0.00
H 2.18742 3.97354 -3.35156 0.00
H 3.08067 4.56634 -1.87918 0.00
H 1.53373 5.18851 -2.63644 0.00
C 8.36162 -5.67595 1.28627 0.00
O 7.35445 -6.41485 0.80686 0.02
C 6.71840 -5.87697 -0.31460 0.07
C 6.15211 -4.46621 -0.12652 0.04
N 5.81848 -3.83832 -1.41117 0.72
C 5.85960 -2.33127 -1.42884 -0.01
C 4.54022 -1.49404 -1.04720 0.08
O 3.59718 -1.61346 -2.13086 0.04
C 2.78256 -2.77781 -1.96898 0.00
H 8.80597 -6.26199 2.09076 0.00
H 8.03698 -4.78351 1.82130 0.00
H 9.07072 -5.56489 0.46595 0.00
H 5.97896 -6.57401 -0.70888 0.00
H 7.53380 -5.89327 -1.03774 0.00
H 6.82869 -3.85071 0.46635 0.00
H 5.14559 -4.64337 0.25247 0.04
H 4.95678 -4.27009 -1.71308 -0.03
H 6.04844 -2.04268 -2.46283 0.03
H 6.70889 -2.02672 -0.81726 0.00
H 4.63887 -0.44935 -0.75226 0.00
H 4.22673 -1.80917 -0.05194 -0.01
H 1.97377 -2.90043 -2.68934 0.00
H 2.33894 -2.79223 -0.97344 0.00
H 3.35555 -3.67297 -2.21079 0.01
C -5.80824 -3.34714 -4.72254 0.00
O -5.39149 -2.12959 -3.99753 0.00
C -6.27865 -1.08515 -4.01937 0.00
C -5.78155 0.09150 -3.21558 0.00
N -6.39365 0.09232 -1.89062 0.00
C -6.04824 -1.03619 -0.99959 0.00
C -6.47113 -0.94895 0.49915 0.00
O -5.60420 -1.67949 1.32944 0.00
C -4.46526 -0.98443 1.79137 0.00
H -5.98286 -3.15580 -5.78130 0.00
H -6.74817 -3.64146 -4.25561 0.00
H -4.95782 -4.01282 -4.57501 0.00
H -7.31280 -1.38055 -3.84228 0.00
H -6.23300 -0.82581 -5.07707 0.00
H -6.07449 0.94746 -3.82353 0.00
H -4.70853 -0.01850 -3.05869 0.00
H -6.32701 0.97429 -1.40297 0.00
H -4.97257 -1.20369 -1.05431 0.00
H -6.49314 -1.88488 -1.51909 0.00
H -7.51524 -1.25978 0.53527 0.00
H -6.39923 0.05402 0.91984 0.00
H -4.12391 -0.15659 1.16989 0.00
H -3.70077 -1.70113 2.09135 0.00
H -4.80916 -0.42485 2.66126 0.00
C -3.22855 2.07148 0.01295 0.00
O -4.41540 2.64562 -0.61041 0.00
C -4.77121 3.99061 -0.15489 0.00
C -3.82869 5.10864 -0.46493 0.00
N -3.35839 5.15241 -1.80548 0.00
C -2.44763 6.19315 -2.20597 0.00
C -1.12414 6.17176 -1.38517 0.00
O -0.59443 7.54866 -1.09942 0.00
C 0.69340 7.41768 -0.41498 0.00
H -3.19086 1.04657 -0.35614 0.00
H -3.23054 2.12920 1.10142 0.00
H -2.33462 2.57875 -0.34993 0.00
H -5.10288 3.93661 0.88202 0.00
H -5.69383 4.28267 -0.65643 0.00
H -2.96627 5.22060 0.19218 0.00
H -4.37016 6.04633 -0.33988 0.00
H -3.23118 4.19017 -2.08481 0.00
H -2.93277 7.15941 -2.06788 0.00
H -2.22161 6.07000 -3.26514 0.00
H -0.47349 5.58857 -2.03680 0.00
H -1.21330 5.55915 -0.48802 0.00
H 1.40954 7.37403 -1.23555 0.00
H 0.75525 6.55556 0.24912 0.00
H 0.99046 8.34579 0.07336 0.00
C 6.40528 -7.10261 3.86236 0.00
O 5.29930 -7.53846 4.63057 0.00
C 5.12923 -6.74431 5.81281 0.00
C 4.97111 -5.18930 5.70471 0.00
N 3.68352 -4.90000 5.11407 0.00
C 3.47407 -3.51979 4.79264 0.00
C 3.94466 -3.20950 3.37016 0.00
O 3.61117 -4.24593 2.46614 0.00
C 2.28823 -4.03472 1.90232 0.00
H 6.29146 -6.19308 3.27252 0.00
H 6.33537 -7.97633 3.21443 0.00
H 7.27408 -7.09234 4.52052 0.00
H 5.93681 -6.87620 6.53290 0.00
H 4.18289 -7.16909 6.14766 0.00
H 5.69648 -4.67465 5.07456 0.00
H 4.85686 -4.68909 6.66640 0.00
H 3.75262 -5.32438 4.20017 0.00
H 3.86964 -2.88463 5.58522 0.00
H 2.42709 -3.21696 4.80713 0.00
H 5.02864 -3.22450 3.25681 0.00
H 3.46321 -2.27667 3.07667 0.00
H 2.08041 -3.12167 1.34441 0.00
H 1.51077 -4.19950 2.64832 0.00
H 2.23376 -4.85700 1.18889 0.00
C -2.91095 1.70484 -6.86819 0.00
C -2.53868 1.01775 -5.59335 0.00
C -3.13554 1.83573 -4.35577 0.00
O -2.44901 3.04613 -4.16492 0.00
C -1.20694 2.81284 -3.56610 0.00
N -3.10335 -0.38648 -5.53502 0.00
H -3.99067 1.82277 -6.95990 0.00
H -2.45063 1.19783 -7.71622 0.00
H -2.52336 2.72218 -6.92210 0.00
H -1.45774 0.95840 -5.46625 0.00
H -3.01377 1.22884 -3.45857 0.00
H -4.20160 1.96425 -4.54306 0.00
H -0.63365 3.73701 -3.49303 0.00
H -0.52735 2.32865 -4.26739 0.00
H -1.23051 2.34382 -2.58245 0.00
H -4.08603 -0.41893 -5.76615 0.00
H -2.99725 -0.86060 -4.64955 0.00
```

As for the multiplicity: 2. Its total charge is +1. As for the expectation value of S²: 0.7551. The gap between HOMO and LUMO (alpha / beta) is 6.80 / 1.74 eV. As for the strongest force on any atom: 4.2 eV/Å. As for the total energy: -89245.882 eV.